(1)
Computed, not measured: one molecule with the formula C3H2N4 at a distorted geometry, with wB97M-V/def2-TZVPD.

## Properties
* orbital gap: 10.858 eV
* charge: 0
* LUMO energy: 0.5 eV
* max |F|: 1.46 eV Å⁻¹
* SMILES: N#Cc1c[nH]nn1

Element x y z (Å)
N  2.938  0.461  0.661
C  1.929  0.542  0.097
C  0.545  0.451  -0.227
C  -0.136  -0.739  -0.315
N  -1.399  -0.390  -0.023
N  -1.510  0.930  0.219
N  -0.338  1.446  0.104
H  0.210  -1.756  -0.447
H  -2.239  -0.945  -0.067

Okay, here come the natural (NBO) numbers, in e, for every atom:
1. N -0.278
2. C 0.258
3. C -0.085
4. C -0.022
5. N -0.334
6. N -0.032
7. N -0.178
8. H 0.246
9. H 0.425

---

(2)
Computed, not measured: a 3-piece molecular cluster, C3H11NO3 overall at a distorted geometry, with wB97M-V/def2-TZVPD.

## Properties
* orbital gap: 10.324 eV
* charge: 0
* LUMO energy: 0.7 eV
* max |F|: 2.25 eV Å⁻¹
* SMILES: CNCC=O.O.O

Element x y z (Å)
C  0.227  3.024  -0.319
N  -0.093  1.980  0.661
C  -1.192  1.143  0.130
C  -1.593  0.013  1.087
O  -0.858  -0.758  1.626
H  0.921  2.616  -1.066
H  -0.609  3.358  -0.960
H  0.690  3.900  0.124
H  -0.591  2.525  1.373
H  -0.776  0.652  -0.754
H  -2.124  1.650  -0.117
H  -2.694  -0.140  1.127
O  2.659  -0.947  -1.968
H  2.788  -1.576  -2.670
H  1.919  -1.207  -1.414
O  0.132  -3.580  -0.406
H  -0.261  -4.133  0.289
H  0.968  -3.907  -0.660

Okay, here come the natural (NBO) numbers, in e, for every atom:
1. C -0.427
2. N -0.571
3. C -0.340
4. C 0.439
5. O -0.488
6. H 0.197
7. H 0.165
8. H 0.205
9. H 0.337
10. H 0.221
11. H 0.173
12. H 0.088
13. O -0.950
14. H 0.469
15. H 0.481
16. O -0.949
17. H 0.481
18. H 0.469

---

We obtain relative energy (zero: lowest compared OMol25 entry of this formula, charge and spin) values of 20.51, 55.49 kcal per mole for the records listed above, in that order.